1.
Here is C53H54AsN7RhSSe as an isolated structure from OMol25. Energies are from the ωB97M-V functional and the def2-TZVPD basis.

Kohn-Sham gap (spin up / spin down) = 7.01 / 5.02 eV
Charge = +1
2S+1 = 5
HOMO (spin up / spin down) = -9.41 / -9.43 eV
Energy = -206292.850 eV
<S²> = 6.06
Relative energy (zero: lowest compared OMol25 entry of this formula, charge and spin) = 34.1 kJ/mol

Positions of all 118 atoms, in Å:
Rh: 0.76 -0.91 -0.07
C: 4.26 -3.64 0.33
C: 2.95 -2.94 0.46
N: 2.77 -1.72 0.12
N: 3.85 -1.02 -0.31
C: 3.57 0.03 -1.04
N: 4.60 0.84 -1.36
S: 2.00 0.46 -1.68
C: 1.77 -3.63 1.03
C: 1.90 -4.82 1.74
C: 0.77 -5.42 2.26
C: -0.46 -4.81 2.09
C: -0.51 -3.62 1.39
N: 0.57 -3.05 0.86
H: 4.86 -3.16 -0.44
H: 4.11 -4.69 0.09
H: 4.83 -3.58 1.27
H: 5.53 0.54 -1.11
H: 4.50 1.47 -2.13
H: 2.88 -5.25 1.88
H: 0.85 -6.35 2.81
H: -1.38 -5.25 2.48
H: -1.45 -3.10 1.23
C: -2.02 -1.59 -6.53
C: -1.16 -2.65 -6.26
C: -0.62 -2.80 -4.98
C: -0.95 -1.89 -3.99
C: -1.79 -0.81 -4.27
C: -2.33 -0.67 -5.54
As: -0.39 -2.16 -2.15
C: -1.89 -3.27 -1.61
C: -3.20 -2.87 -1.42
C: -4.16 -3.81 -1.04
C: -3.79 -5.14 -0.86
C: -2.47 -5.54 -1.08
C: -1.52 -4.61 -1.47
C: -0.10 -4.89 -1.78
C: 0.53 -6.13 -1.68
C: 1.87 -6.26 -2.03
C: 2.59 -5.16 -2.48
C: 1.98 -3.91 -2.57
C: 0.64 -3.79 -2.23
H: -2.45 -1.48 -7.52
H: -0.92 -3.37 -7.03
H: 0.04 -3.63 -4.77
H: -2.02 -0.09 -3.49
H: -2.99 0.16 -5.75
H: -3.48 -1.83 -1.57
H: -5.19 -3.51 -0.90
H: -4.53 -5.87 -0.57
H: -2.20 -6.58 -0.95
H: -0.02 -6.99 -1.32
H: 2.35 -7.22 -1.94
H: 3.63 -5.27 -2.76
H: 2.54 -3.04 -2.89
C: -1.09 -1.04 5.24
C: -2.14 -0.34 4.64
C: -2.10 -0.02 3.30
C: -1.02 -0.45 2.48
C: 0.08 -1.07 3.14
C: 0.03 -1.37 4.48
N: -0.91 -0.21 1.13
C: -1.97 0.32 0.38
C: -3.32 -0.01 0.56
C: -4.30 0.60 -0.21
C: -3.96 1.55 -1.17
C: -2.62 1.83 -1.40
C: -1.64 1.22 -0.64
H: -1.13 -1.29 6.29
H: -2.98 -0.01 5.24
H: -2.88 0.59 2.88
H: 0.97 -1.28 2.57
H: 0.88 -1.85 4.95
H: -3.60 -0.80 1.24
H: -5.34 0.33 -0.05
H: -4.73 2.03 -1.75
H: -2.33 2.55 -2.16
H: -0.59 1.47 -0.80
C: 4.55 4.39 1.75
C: 3.56 5.37 1.11
C: 3.35 5.14 -0.39
C: 2.65 3.82 -0.72
N: 1.25 3.83 -0.28
C: 0.74 3.19 0.80
Se: 1.56 1.88 1.79
N: -0.54 3.62 0.94
C: -1.46 3.25 2.01
C: -1.63 4.37 3.04
C: -0.48 4.45 4.04
C: -0.36 3.20 4.92
C: -0.86 4.52 -0.07
C: -2.04 5.17 -0.38
C: -2.04 5.98 -1.51
C: -0.89 6.11 -2.30
C: 0.29 5.45 -1.98
C: 0.28 4.65 -0.85
H: 4.80 4.71 2.76
H: 5.48 4.35 1.17
H: 4.14 3.39 1.81
H: 3.92 6.39 1.25
H: 2.60 5.31 1.63
H: 4.33 5.13 -0.89
H: 2.78 5.96 -0.81
H: 3.13 2.98 -0.23
H: 2.66 3.63 -1.79
H: -1.06 2.36 2.49
H: -2.42 2.99 1.55
H: -2.57 4.21 3.58
H: -1.73 5.32 2.51
H: -0.63 5.33 4.67
H: 0.46 4.61 3.50
H: -1.35 2.84 5.22
H: 0.21 3.42 5.83
H: 0.16 2.39 4.40
H: -2.93 5.06 0.23
H: -2.94 6.50 -1.80
H: -0.92 6.74 -3.18
H: 1.17 5.55 -2.60


2.
Here is C53H60N2O3RuSi as an isolated structure from OMol25. Energies are from the ωB97M-V functional and the def2-TZVPD basis.

Kohn-Sham gap (spin up / spin down) = 6.45 / 6.45 eV
HOMO (spin up / spin down) = -7.56 / -7.56 eV
Energy = -75516.073 eV
Relative energy (zero: lowest compared OMol25 entry of this formula, charge and spin) = 0.0 kJ/mol

Positions of all 120 atoms, in Å:
Ru: -0.17 -0.01 0.06
C: -5.23 -2.26 4.28
O: -5.13 -3.31 3.33
C: -4.24 -3.15 2.32
C: -4.13 -4.25 1.43
C: -3.23 -4.16 0.41
C: -2.41 -3.03 0.21
C: -1.44 -3.03 -0.86
C: -1.42 -4.20 -1.82
O: -0.59 -2.14 -1.04
C: -2.56 -1.91 1.08
O: -1.92 -0.80 0.94
C: -3.49 -2.02 2.15
H: -5.96 -2.58 5.01
H: -5.57 -1.33 3.82
H: -4.27 -2.09 4.77
H: -4.76 -5.11 1.58
H: -3.15 -5.01 -0.26
H: -1.15 -5.12 -1.30
H: -0.69 -4.02 -2.61
H: -2.41 -4.35 -2.26
H: -3.59 -1.16 2.80
C: 3.47 0.04 3.00
C: 3.62 0.28 1.50
C: 4.77 1.26 1.23
C: 3.82 -1.04 0.79
C: 4.95 -1.77 1.12
C: 5.23 -2.98 0.52
C: 4.35 -3.49 -0.41
C: 3.19 -2.80 -0.78
C: 2.27 -3.53 -1.76
C: 2.93 -3.68 -3.14
C: 1.89 -4.91 -1.21
C: 2.94 -1.54 -0.18
N: 1.83 -0.73 -0.67
C: 1.86 -0.60 -1.92
C: 0.79 0.01 -2.71
N: -0.27 0.50 -2.23
C: -1.16 0.96 -3.29
C: -1.63 2.28 -3.41
C: -2.25 2.66 -4.60
C: -2.45 1.77 -5.64
C: -2.09 0.45 -5.47
C: -1.46 0.02 -4.31
C: -1.28 -1.49 -4.18
C: -2.65 -2.17 -4.17
C: -0.40 -2.08 -5.29
C: -1.59 3.36 -2.35
C: -2.60 2.99 -1.26
C: -0.18 3.69 -1.86
H: 3.32 0.99 3.51
H: 4.37 -0.42 3.41
H: 2.62 -0.61 3.22
H: 2.70 0.73 1.13
H: 5.73 0.83 1.53
H: 4.61 2.18 1.79
H: 4.83 1.52 0.17
H: 5.64 -1.37 1.86
H: 6.13 -3.54 0.78
H: 4.56 -4.44 -0.88
H: 1.35 -2.97 -1.87
H: 3.79 -4.35 -3.10
H: 3.28 -2.73 -3.54
H: 2.21 -4.10 -3.86
H: 2.78 -5.52 -1.01
H: 1.29 -5.46 -1.94
H: 1.33 -4.82 -0.28
H: 2.71 -0.97 -2.48
H: 0.94 0.02 -3.79
H: -2.58 3.68 -4.70
H: -2.92 2.10 -6.56
H: -2.31 -0.27 -6.25
H: -0.81 -1.72 -3.22
H: -3.26 -1.82 -5.00
H: -3.20 -1.95 -3.25
H: -2.55 -3.25 -4.26
H: -0.93 -2.07 -6.25
H: -0.15 -3.12 -5.07
H: 0.53 -1.52 -5.42
H: -1.97 4.25 -2.83
H: -2.27 2.13 -0.67
H: -3.56 2.73 -1.71
H: -2.75 3.82 -0.57
H: 0.20 2.92 -1.20
H: -0.18 4.63 -1.32
H: 0.51 3.79 -2.71
C: -3.06 5.22 2.39
C: -3.34 3.91 2.74
C: -2.41 2.91 2.49
C: -1.18 3.17 1.87
C: -0.93 4.50 1.52
C: -1.85 5.51 1.78
Si: 0.14 1.77 1.70
C: -0.01 1.02 3.45
C: -1.03 0.08 3.68
C: -1.29 -0.42 4.95
C: -0.54 0.01 6.04
C: 0.48 0.93 5.84
C: 0.74 1.42 4.56
C: 1.71 2.86 1.58
C: 2.44 2.92 0.39
C: 3.45 3.85 0.18
C: 3.77 4.76 1.18
C: 3.06 4.73 2.38
C: 2.04 3.81 2.56
H: -3.78 6.01 2.60
H: -4.28 3.66 3.22
H: -2.66 1.89 2.78
H: 0.01 4.78 1.06
H: -1.61 6.54 1.50
H: -1.61 -0.27 2.84
H: -2.07 -1.15 5.09
H: -0.74 -0.37 7.03
H: 1.08 1.27 6.67
H: 1.56 2.12 4.45
H: 2.22 2.21 -0.41
H: 3.98 3.87 -0.77
H: 4.56 5.48 1.03
H: 3.29 5.44 3.16
H: 1.44 3.87 3.47


- The lowest relative energy (zero: lowest compared OMol25 entry of this formula, charge and spin) belongs to which entry?
  C53H60N2O3RuSi


- The lowest relative energy (zero: lowest compared OMol25 entry of this formula, charge and spin) belongs to which entry?
  C53H60N2O3RuSi


- Among the records above, which one has the lowest relative energy (zero: lowest compared OMol25 entry of this formula, charge and spin)?
  C53H60N2O3RuSi


- Which value of energy does entry 1 give?
  -206292.850 eV